This record from OMol25 describes 9 unconnected molecules or ions with the total composition C37H70FN9O11. The level of theory is wB97M-V/def2-TZVPD.

Last column: Löwdin charge in e.
Cartesian coordinates (Å):
C  1.507426  5.987508  -0.520758  -0.082
O  2.484209  5.067388  -0.965750  -0.173
C  3.018380  4.269004  0.043413  -0.162
C  2.097568  3.201350  0.598496  -0.062
C  2.261639  2.747587  1.920535  -0.173
C  3.352778  3.219938  2.858233  -0.148
C  4.790065  3.122459  2.315286  -0.149
C  5.093238  1.826825  1.573214  -0.167
F  5.634014  2.126652  0.311014  -0.081
C  1.385190  1.786866  2.441165  -0.013
C  0.320942  1.274772  1.720984  0.017
C  0.193971  1.700507  0.415897  -0.095
C  1.076139  2.616618  -0.150321  -0.007
C  0.667500  2.756374  -1.588900  -0.351
O  1.233194  3.220151  -2.534831  0.129
N  -0.620286  2.107077  -1.731754  0.175
C  -0.820094  1.304248  -0.577672  -0.393
O  -1.663535  0.451616  -0.471744  0.109
H  0.955073  5.622455  0.349487  0.063
H  1.967515  6.955078  -0.290387  0.090
H  0.801485  6.140702  -1.338502  0.093
H  3.314809  4.905320  0.888298  0.126
H  3.924114  3.796393  -0.338977  0.125
H  3.284934  2.632688  3.769653  0.089
H  3.155514  4.258909  3.134207  0.115
H  5.504476  3.255908  3.129245  0.116
H  4.986378  3.941996  1.626478  0.097
H  4.199919  1.223201  1.406220  0.116
H  5.829571  1.205634  2.085325  0.117
H  1.540344  1.430460  3.453236  0.118
H  -0.364842  0.552539  2.145009  0.123
H  -0.573186  1.500964  -2.547614  0.154
C  -5.120099  -3.761661  0.643939  -0.342
O  -4.305874  -4.520575  0.142882  -0.009
N  -4.938847  -2.442682  0.796309  -0.188
C  -5.944932  -1.597542  1.409620  -0.048
C  -3.693870  -1.847389  0.332665  -0.044
H  -6.093166  -4.112626  1.028130  0.136
H  -6.269777  -0.826601  0.707126  0.094
H  -5.544475  -1.112222  2.300514  0.096
H  -6.802259  -2.192872  1.708755  0.043
H  -3.571719  -2.010137  -0.737677  0.094
H  -2.843883  -2.302228  0.841296  0.094
H  -3.703805  -0.780905  0.532088  0.070
C  5.630325  -0.039784  -4.349130  -0.343
O  6.109808  -0.267674  -5.446597  -0.003
N  5.279519  1.179944  -3.912521  -0.188
C  4.712419  1.404434  -2.595320  -0.050
C  5.476648  2.315769  -4.796167  -0.037
H  5.443597  -0.836867  -3.610759  0.135
H  3.717168  1.847436  -2.686631  0.083
H  5.345654  2.076335  -2.019581  0.074
H  4.632594  0.459768  -2.061120  0.086
H  4.909929  2.184019  -5.718304  0.092
H  6.530254  2.414481  -5.059891  0.091
H  5.141315  3.218713  -4.292255  0.087
C  -3.767313  -9.197902  -2.371179  -0.369
O  -3.179580  -9.918324  -3.156976  0.002
N  -4.160325  -7.939803  -2.639084  -0.197
C  -4.832977  -7.106355  -1.658217  -0.063
C  -3.887260  -7.400467  -3.959202  -0.043
H  -4.015549  -9.522061  -1.346102  0.134
H  -5.822798  -6.816713  -2.019221  0.091
H  -4.258300  -6.204985  -1.457579  0.048
H  -4.946863  -7.654543  -0.725437  0.088
H  -4.372122  -8.003940  -4.727150  0.092
H  -2.815198  -7.404600  -4.161308  0.082
H  -4.260038  -6.380245  -4.008663  0.088
C  -0.246580  5.056796  3.504764  -0.331
O  0.290574  5.037470  2.414268  0.022
N  -0.772247  6.158143  4.073572  -0.194
C  -1.399868  6.126555  5.377423  -0.061
C  -0.701024  7.412977  3.342610  -0.033
H  -0.342415  4.152009  4.129785  0.140
H  -2.444049  6.437572  5.311927  0.092
H  -0.881419  6.793525  6.070654  0.075
H  -1.362979  5.113155  5.773823  0.086
H  -1.216191  7.325925  2.385934  0.095
H  0.337758  7.677928  3.141397  0.092
H  -1.166918  8.196941  3.934395  0.087
C  -9.348140  -2.611309  2.604009  -0.359
O  -8.539398  -2.280872  3.451364  0.008
N  -10.624148  -2.948231  2.861416  -0.198
C  -11.547734  -3.335260  1.814880  -0.057
C  -11.079946  -2.920035  4.241575  -0.039
H  -9.098114  -2.663886  1.529089  0.128
H  -12.401836  -2.656189  1.784547  0.090
H  -11.914419  -4.349880  1.980836  0.090
H  -11.042448  -3.301514  0.851784  0.082
H  -10.972478  -1.918280  4.657535  0.093
H  -10.487980  -3.602025  4.851870  0.093
H  -12.125079  -3.216789  4.276293  0.086
C  0.946503  -6.783066  -0.283815  -0.363
O  1.800123  -7.555531  0.106372  0.008
N  -0.038211  -7.100903  -1.144983  -0.191
C  -1.030196  -6.135336  -1.569625  -0.048
C  -0.107553  -8.460305  -1.659731  -0.029
H  0.906399  -5.729950  0.045813  0.130
H  -2.033304  -6.463292  -1.290751  0.073
H  -0.995558  -5.999567  -2.653431  0.089
H  -0.838027  -5.176561  -1.092033  0.083
H  -0.226722  -9.166637  -0.837952  0.096
H  0.807869  -8.714362  -2.194000  0.095
H  -0.957266  -8.542914  -2.333243  0.066
C  8.555954  -1.563532  -10.284756  -0.368
O  8.723217  -2.767694  -10.273991  0.007
N  7.942741  -0.864250  -9.312313  -0.199
C  7.776421  0.570514  -9.387426  -0.063
C  7.429530  -1.569653  -8.146348  -0.035
H  8.904189  -0.927568  -11.118329  0.128
H  8.271835  1.060228  -8.546451  0.089
H  6.717736  0.837487  -9.366430  0.089
H  8.211928  0.941068  -10.314053  0.078
H  8.239792  -2.089595  -7.635105  0.095
H  6.692387  -2.312583  -8.452078  0.094
H  6.970638  -0.859454  -7.465926  0.050
C  2.386463  4.051684  6.809632  -0.334
O  3.012251  3.887094  5.778962  0.012
N  1.887094  5.238712  7.203804  -0.189
C  1.143805  5.395490  8.437268  -0.056
C  2.116695  6.396871  6.354875  -0.036
H  2.173378  3.230869  7.514052  0.137
H  0.134483  5.761411  8.236207  0.077
H  1.643999  6.102394  9.101652  0.092
H  1.070754  4.435121  8.943414  0.085
H  1.688219  6.237444  5.364092  0.076
H  3.185329  6.573553  6.231953  0.097
H  1.657541  7.269704  6.813485  0.088

Cartesian forces, eV/Å:
C -0.22 0.07 -0.07
O -0.02 -0.09 -0.22
C 0.01 0.23 0.47
C 0.03 -0.13 -0.12
C -0.11 -0.35 0.11
C 0.19 0.08 -0.41
C -0.01 -0.02 -0.04
C 0.16 -0.04 0.06
F -0.03 -0.10 0.08
C -0.02 0.00 -0.04
C 0.00 -0.03 -0.13
C 0.11 0.27 0.20
C -0.18 0.12 0.10
C -0.48 0.12 -0.17
O 0.19 -0.13 0.01
N 1.31 -0.89 0.47
C -0.26 0.15 -0.09
O -0.03 -0.05 -0.05
H 0.10 0.05 -0.05
H 0.04 -0.04 0.13
H 0.05 -0.02 -0.03
H 0.06 -0.01 0.00
H -0.01 0.05 -0.16
H -0.07 0.12 0.07
H 0.00 -0.04 0.12
H -0.14 0.00 0.10
H 0.06 -0.07 -0.06
H -0.02 0.06 -0.08
H 0.01 0.07 0.00
H 0.06 0.10 0.02
H 0.00 0.01 -0.03
H -0.66 0.45 -0.34
C 0.02 -0.04 0.05
O 0.00 0.01 -0.02
N -0.04 0.08 0.01
C 0.17 0.03 -0.13
C -0.07 -0.12 0.01
H 0.00 0.00 0.00
H -0.03 0.02 0.03
H -0.05 0.01 0.03
H 0.01 -0.02 0.08
H 0.04 0.04 -0.01
H 0.02 0.02 -0.01
H 0.00 0.01 -0.01
C 0.01 -0.03 -0.01
O -0.01 0.03 0.01
N -0.04 0.02 0.06
C -0.06 0.11 -0.20
C 0.01 -0.07 -0.01
H 0.00 0.00 0.00
H 0.00 0.00 0.07
H -0.01 -0.01 0.06
H 0.03 -0.02 0.00
H 0.00 0.02 -0.01
H 0.00 0.02 -0.01
H -0.01 0.00 0.01
C 0.09 -0.09 0.05
O -0.01 0.02 -0.02
N -0.07 0.05 0.05
C 0.07 -0.03 -0.22
C 0.02 -0.06 0.04
H -0.03 0.02 -0.01
H -0.02 0.00 0.04
H -0.07 0.04 0.08
H 0.02 -0.02 0.01
H 0.01 0.01 -0.02
H 0.00 0.01 -0.02
H 0.00 0.01 0.01
C 0.04 -0.16 0.02
O -0.05 0.11 0.06
N -0.02 0.05 0.07
C 0.02 0.06 -0.10
C 0.02 -0.07 -0.02
H 0.00 0.01 0.00
H -0.01 -0.01 0.03
H -0.02 -0.01 0.02
H 0.01 -0.01 0.00
H 0.00 0.02 -0.01
H 0.00 0.02 -0.01
H -0.01 0.00 0.01
C 0.01 0.01 0.04
O 0.00 -0.01 -0.08
N -0.09 -0.02 -0.03
C 0.01 0.02 0.12
C 0.07 0.01 -0.03
H -0.01 0.00 0.00
H -0.01 -0.01 -0.03
H -0.01 -0.01 -0.03
H 0.01 0.00 -0.01
H -0.01 0.00 0.02
H -0.01 0.00 0.02
H -0.01 0.00 -0.01
C 0.03 0.02 0.04
O 0.00 -0.01 0.00
N -0.07 0.03 -0.09
C 0.03 -0.12 0.00
C 0.01 0.10 0.09
H -0.01 0.00 -0.01
H 0.00 0.04 0.01
H -0.01 0.03 0.00
H -0.01 0.01 0.01
H 0.00 -0.05 -0.03
H 0.00 -0.02 0.00
H 0.00 -0.04 -0.01
C 0.03 -0.02 -0.05
O 0.00 0.00 0.01
N -0.04 0.08 0.04
C -0.01 -0.09 0.05
C 0.05 -0.01 -0.12
H 0.00 0.01 0.01
H -0.01 0.03 -0.01
H 0.00 0.03 0.00
H 0.00 0.00 -0.01
H -0.02 -0.02 0.02
H 0.00 -0.02 0.03
H 0.01 -0.02 0.02
C 0.03 0.00 -0.04
O -0.04 -0.01 0.13
N -0.12 0.05 0.04
C 0.07 0.06 -0.09
C 0.04 -0.07 -0.01
H 0.00 0.01 0.01
H -0.01 -0.01 0.04
H -0.02 -0.01 0.03
H 0.00 -0.01 0.00
H 0.01 0.02 -0.01
H 0.00 0.02 -0.01
H 0.00 0.01 0.02

Values from the calculation:
2S+1: 1
SMILES: COCc1c(CCCF)ccc2c1C(=O)NC2=O.CN(C)C=O.CN(C)C=O.CN(C)C=O.CN(C)C=O.CN(C)C=O.CN(C)C=O.CN(C)C=O.CN(C)C=O
orbital gap: 8.4 eV


This record from OMol25 describes 13 unconnected molecules or ions with the total composition H26O13. The level of theory is wB97M-V/def2-TZVPD.

Last column: Mulliken spin population.
Cartesian coordinates (Å):
O  0.339140  1.278189  -3.067629  0.000
H  0.670080  1.791569  -3.804619  0.000
H  1.125630  0.961159  -2.623609  0.000
O  -0.538970  2.374489  3.411371  0.000
H  -0.554310  1.479989  3.070981  -0.001
H  0.284380  2.432729  3.896071  0.000
O  -0.365530  -0.530271  0.233831  0.063
H  -0.353490  -0.578861  -0.722059  -0.005
H  -0.099050  0.367509  0.431871  -0.003
O  -0.754760  -3.937471  -1.134559  0.000
H  -1.016380  -3.075801  -1.459089  0.000
H  -0.627240  -3.811241  -0.194329  0.000
O  -3.196910  -1.600921  0.448951  0.001
H  -2.246780  -1.532841  0.354821  -0.001
H  -3.366320  -2.541681  0.499021  0.001
O  -2.750970  0.927129  1.564281  0.953
H  -2.771480  -0.008871  1.365011  -0.006
H  -2.340560  1.326819  0.797451  -0.014
O  3.046040  0.072629  1.700801  0.000
H  3.672620  0.237929  2.405291  0.000
H  2.415470  0.789699  1.767311  0.000
O  1.835540  -2.457591  -1.786199  0.001
H  1.871070  -2.780481  -2.686589  0.000
H  0.908130  -2.498771  -1.552889  0.000
O  0.787210  2.066589  1.040641  0.002
H  1.241140  2.727969  0.518391  0.000
H  0.833640  2.396099  1.938141  0.000
O  -1.066200  -1.475091  -2.178069  0.000
H  -0.494450  -1.180011  -2.886779  0.000
H  -1.952670  -1.326861  -2.507379  0.000
O  2.751200  1.329869  -1.231139  0.000
H  3.246450  0.645189  -1.680759  0.000
H  2.352170  0.885519  -0.483099  0.000
O  0.269360  -0.420751  2.985311  0.013
H  1.182790  -0.700461  3.045701  0.000
H  0.029800  -0.578971  2.072181  -0.005
O  -1.747780  2.079529  -1.076089  0.000
H  -0.954140  1.847099  -1.558099  0.000
H  -1.663860  3.019239  -0.914459  0.000

Cartesian forces, eV/Å:
O -0.69 -0.32 0.20
H 0.00 0.23 -0.25
H 0.69 0.11 0.38
O -0.21 0.64 -0.35
H 0.25 -0.66 0.43
H 0.07 -0.07 0.58
O -0.56 0.01 0.94
H -0.31 -0.39 -0.86
H 0.56 0.89 0.14
O -0.03 -0.38 0.22
H -0.19 0.22 -0.33
H 0.17 -0.24 0.34
O 0.14 0.99 0.22
H 0.72 -0.26 -0.38
H -0.33 -0.35 0.21
O -0.50 1.20 2.05
H -0.68 -2.94 -0.45
H 1.11 1.47 -2.48
O -0.21 -0.33 -0.02
H 0.40 -0.02 0.12
H -0.26 0.35 -0.06
O 0.29 0.76 0.03
H 0.09 -0.28 -0.21
H -0.16 -0.52 0.16
O 0.26 -0.52 -0.55
H 0.21 0.22 -0.46
H -0.53 0.27 0.50
O -0.03 0.32 0.04
H 0.37 0.18 -0.47
H -0.48 0.12 -0.08
O -0.58 0.32 -0.43
H 0.41 -0.28 0.00
H 0.19 -0.33 0.42
O -0.63 0.45 0.31
H 0.46 -0.14 -0.03
H 0.20 -0.57 -0.26
O -0.71 -0.33 1.10
H 0.55 -0.23 -0.68
H -0.05 0.40 -0.04

Values from the calculation:
2S+1: 2
orbital gap (spin up / spin down): 10.9 / 3.3 eV
<S²>: 0.7536
energy relative to the best compared isomer or geometry (same formula, charge and spin): 14.8 kcal per mole
net charge: +1